[1]
Molecular formula: CN2O3S
Method: DFT, ωB97M-V with the def2-TZVPD basis set

Last column: Löwdin charge in e.
Atoms and positions in Å:
S1 0.67325 -0.61455 -0.01764  0.74
O1 0.70110 0.30742 -1.15426  -0.23
O2 0.25335 -1.95393 -0.20755  -0.20
O3 -0.53553 -0.11438 1.11078  -0.05
N1 -1.91393 1.55494 0.09859  0.21
N2 2.04189 0.00372 -0.44918  -0.02
C1 -1.22013 0.81677 0.61927  -0.45

Computed properties:
max |F| = 0.10172 Eh/bohr
energy = -20987.290 eV


[2]
Molecular formula: C4H15NO3
Method: DFT, ωB97M-V with the def2-TZVPD basis set

Last column: Löwdin charge in e.
Atoms and positions in Å:
O1 -2.54322 -0.87045 -1.80597  0.02
O2 0.02871 2.59446 1.22059  -0.05
O3 0.87435 -0.93969 -4.15178  -0.08
N1 -0.67062 -1.00090 1.27027  0.02
C1 -0.23915 0.00365 0.34775  -0.40
C2 0.48497 -0.45561 -0.84407  -0.12
C3 0.64872 1.31028 1.13665  -0.33
C4 0.90785 0.84091 2.56302  -0.07
H1 -0.13834 -1.00876 -1.49874  0.03
H2 -3.38108 -0.85087 -1.47605  -0.01
H3 0.89026 -0.20833 2.68456  0.03
H4 -1.86133 -1.30028 -1.38374  -0.04
H5 1.39803 -1.05618 -0.60345  0.11
H6 1.05072 -0.73326 -3.15833  0.04
H7 -1.16845 0.64816 -0.09054  0.17
H8 2.00276 1.11111 2.71788  0.10
H9 -0.86175 2.58028 1.52953  0.07
H10 0.82330 0.40660 -1.54009  0.12
H11 -1.25402 -0.54235 1.93920  0.08
H12 1.56460 1.41590 0.51952  0.13
H13 0.29726 1.48284 3.18811  0.08
H14 0.04906 -1.56924 1.70633  0.08
H15 1.09739 -1.85826 -4.27067  0.02

Computed properties:
max |F| = 0.10402 Eh/bohr
energy = -12021.681 eV


[3]
Molecular formula: C26H24HgO2S5Sb2Se4
Method: DFT, ωB97M-V with the def2-TZVPD basis set

Last column: Löwdin charge in e.
Atoms and positions in Å:
Hg1 0.52031 -1.02546 0.84760  0.39
Sb1 3.32013 -0.00099 2.49189  0.03
Sb2 -2.36483 -3.16909 -1.22342  -0.34
Se1 -2.88664 -5.55867 -1.42306  -0.16
Se2 -3.94946 -3.34630 0.67514  -0.13
Se3 0.00821 -3.13445 -0.43064  -0.08
Se4 -3.02263 -1.76749 -3.09417  -0.18
S1 4.76952 -1.37581 3.60260  -0.34
S2 0.92981 3.61776 -1.05673  0.98
S3 1.04362 -0.19332 3.13488  -0.26
S4 3.09752 -0.35924 0.18535  -0.21
S5 -2.35164 1.15704 0.12600  0.95
O1 -1.42587 -0.00751 -0.13775  -0.69
O2 0.21646 3.02659 0.11652  -0.52
C1 -4.43268 5.74808 -1.68167  -0.11
C2 -5.13752 1.21125 0.25062  -0.27
C3 -2.71226 1.81422 -1.53134  -0.26
C4 0.00775 3.05567 -3.56454  -0.11
C5 -3.93787 0.33824 0.44934  -0.31
C6 -6.06296 0.86805 -0.73056  -0.03
C7 2.68091 3.31485 -0.79448  -0.38
C8 -4.41352 3.44547 -2.37284  -0.05
C9 0.61987 2.53074 -2.43580  -0.42
C10 0.25616 0.29769 -3.21232  -0.06
C11 -4.96655 4.71550 -2.43867  -0.10
C12 0.76488 1.16178 -2.25925  -0.09
C13 -0.47073 2.18248 -4.53488  -0.09
C14 -3.34005 5.49885 -0.86174  -0.09
C15 -6.44121 3.17707 0.76001  -0.09
C16 -3.31734 3.18711 -1.55625  -0.25
C17 -0.36229 0.81138 -4.34590  -0.09
C18 4.45755 3.13555 0.79626  -0.12
C19 -2.78350 4.23006 -0.79930  -0.05
C20 3.58223 3.20620 -1.84199  -0.08
C21 -7.17253 1.66969 -0.95948  -0.09
C22 4.93030 3.04889 -1.55880  -0.09
C23 5.36851 3.01907 -0.24258  -0.09
C24 -5.34108 2.36917 0.99892  -0.05
C25 3.10500 3.27683 0.52427  -0.12
C26 -7.36131 2.82836 -0.22033  -0.11
H1 2.37058 3.30587 1.31964  0.11
H2 -5.89776 -0.03048 -1.31543  0.12
H3 6.41855 2.87297 -0.02487  0.10
H4 -6.57753 4.08566 1.33370  0.10
H5 -1.93383 4.03316 -0.15636  0.08
H6 -1.72346 1.80537 -1.98747  0.06
H7 -0.97157 2.57237 -5.41211  0.10
H8 5.63695 2.92387 -2.36931  0.10
H9 1.23738 0.78414 -1.36334  0.02
H10 -2.91652 6.29804 -0.26516  0.10
H11 3.23240 3.20544 -2.86704  0.11
H12 -7.88632 1.39012 -1.72494  0.10
H13 -4.84070 2.63704 -2.95306  0.12
H14 -4.86782 6.73920 -1.72639  0.09
H15 -4.62216 2.64449 1.76224  0.12
H16 -3.95754 -0.51080 -0.23312  0.01
H17 -3.30664 1.06239 -2.05206  0.05
H18 0.30204 -0.77098 -3.04150  0.10
H19 -3.85418 -0.04743 1.46671  0.10
H20 -5.82447 4.89409 -3.07562  0.10
H21 -0.79304 0.13009 -5.06780  0.10
H22 4.79387 3.07621 1.82340  0.09
H23 -0.13819 4.12607 -3.65204  0.10
H24 -8.21901 3.46252 -0.40960  0.09

Computed properties:
max |F| = 0.01181 Eh/bohr
energy = -364262.578 eV
charge = -2


[4]
Molecular formula: C4H8OP2
Method: DFT, ωB97M-V with the def2-TZVPD basis set

Last column: Löwdin charge in e.
Atoms and positions in Å:
P1 1.43846 1.63987 -1.20443  0.81
P2 1.46805 0.50576 0.67142  0.34
O1 2.62985 -0.16477 1.25631  -0.38
C1 -1.21372 -1.39037 -0.07861  -0.12
C2 -0.78151 -0.29153 -1.04169  -0.34
C3 0.44304 1.60392 1.48377  -0.12
C4 0.69754 -0.04710 -0.89966  -0.71
H1 -2.29176 -1.53559 -0.11367  0.07
H2 -0.72796 -2.33254 -0.32114  0.08
H3 -0.50262 1.86360 1.04985  0.00
H4 0.78022 2.09393 2.37821  0.02
H5 -1.00986 -0.57637 -2.07339  0.11
H6 -1.33202 0.62882 -0.82948  0.09
H7 -0.92381 -1.11618 0.93843  0.06
H8 1.32610 -0.88144 -1.21594  0.09

Computed properties:
max |F| = 0.02502 Eh/bohr
energy = -24900.202 eV


Please write out number 2 again, unchanged.
Molecular formula: C4H15NO3
Method: DFT, ωB97M-V with the def2-TZVPD basis set

Last column: Löwdin charge in e.
Atoms and positions in Å:
O1 -2.54322 -0.87045 -1.80597  0.02
O2 0.02871 2.59446 1.22059  -0.05
O3 0.87435 -0.93969 -4.15178  -0.08
N1 -0.67062 -1.00090 1.27027  0.02
C1 -0.23915 0.00365 0.34775  -0.40
C2 0.48497 -0.45561 -0.84407  -0.12
C3 0.64872 1.31028 1.13665  -0.33
C4 0.90785 0.84091 2.56302  -0.07
H1 -0.13834 -1.00876 -1.49874  0.03
H2 -3.38108 -0.85087 -1.47605  -0.01
H3 0.89026 -0.20833 2.68456  0.03
H4 -1.86133 -1.30028 -1.38374  -0.04
H5 1.39803 -1.05618 -0.60345  0.11
H6 1.05072 -0.73326 -3.15833  0.04
H7 -1.16845 0.64816 -0.09054  0.17
H8 2.00276 1.11111 2.71788  0.10
H9 -0.86175 2.58028 1.52953  0.07
H10 0.82330 0.40660 -1.54009  0.12
H11 -1.25402 -0.54235 1.93920  0.08
H12 1.56460 1.41590 0.51952  0.13
H13 0.29726 1.48284 3.18811  0.08
H14 0.04906 -1.56924 1.70633  0.08
H15 1.09739 -1.85826 -4.27067  0.02

Computed properties:
max |F| = 0.10402 Eh/bohr
energy = -12021.681 eV


Number 2 is which compound?
C4H15NO3


Look up the max |F| of the third one.
0.01181 Eh/bohr


Look up the energy of the first one.
-20987.290 eV